85
Properties=species:S:1:pos:R:3:lowdin_spin:R:1 method="wB97M-V/def2-TZVPD" e_homo_ha="-0.577 / -0.602" de_lowest_kcal_mol=0.0 total_energy_ev=-72809.6615 gap_ev="7.75 / 4.72" spin_multiplicity=5 total_charge=+3
Pt -1.022 0.574 0.153 1.062
O 2.387 2.225 0.924 0.081
C 1.695 1.244 0.733 0.030
O 1.024 1.019 -0.385 0.227
C 1.523 0.188 1.812 0.051
P -0.238 0.176 2.326 0.235
C -0.666 -1.394 3.026 0.049
C -0.911 -1.530 4.396 0.020
C -1.187 -2.784 4.912 0.002
C -1.222 -3.891 4.074 0.026
C -0.980 -3.757 2.709 0.000
C -0.704 -2.511 2.181 0.032
C -0.573 1.529 3.433 0.027
C -1.878 1.684 3.915 0.018
C -2.176 2.736 4.763 -0.001
C -1.181 3.636 5.129 0.021
C 0.113 3.488 4.645 0.000
C 0.423 2.439 3.792 0.017
H 2.176 0.362 2.668 0.007
H 1.731 -0.802 1.401 0.000
H -0.869 -0.672 5.054 0.000
H -1.365 -2.901 5.973 0.000
H -1.433 -4.869 4.486 0.001
H -1.001 -4.627 2.067 0.000
H -0.513 -2.405 1.117 0.010
H -2.650 0.972 3.643 0.001
H -3.179 2.849 5.153 0.000
H -1.413 4.447 5.807 0.001
H 0.889 4.175 4.957 0.000
H 1.440 2.324 3.438 0.001
C -2.497 4.325 -0.396 0.069
C -3.717 3.429 -0.180 0.005
C -4.086 2.510 -1.350 0.036
Sb -3.149 0.581 -1.408 0.284
C -4.404 -0.708 -0.358 0.098
C -5.046 -0.258 0.802 0.036
C -5.916 -1.104 1.465 0.002
C -6.124 -2.396 0.988 0.049
C -5.465 -2.848 -0.151 0.006
C -4.592 -2.012 -0.824 0.032
C -2.855 -0.111 -3.349 0.054
C -1.979 -1.170 -3.578 0.010
C -1.842 -1.664 -4.865 0.000
C -2.574 -1.104 -5.906 0.008
C -3.440 -0.044 -5.671 0.003
C -3.580 0.468 -4.388 0.017
Sb -0.707 3.172 -0.665 0.256
C 0.998 4.462 -0.520 0.150
C 1.669 4.680 0.724 0.312
C 2.911 5.367 0.798 0.087
C 3.465 5.868 -0.341 0.054
C 2.797 5.669 -1.575 0.308
C 1.565 4.955 -1.655 0.085
C -0.694 2.760 -2.737 0.036
C -1.475 3.547 -3.591 0.008
C -1.493 3.289 -4.954 0.006
C -0.740 2.241 -5.472 0.007
C 0.040 1.462 -4.628 0.000
C 0.068 1.716 -3.264 0.010
H -2.337 4.961 0.475 0.000
H -2.620 4.979 -1.258 0.008
H -4.574 4.084 -0.005 0.001
H -3.593 2.854 0.742 0.002
H -3.907 2.979 -2.319 0.001
H -5.144 2.244 -1.300 0.005
H -4.895 0.751 1.171 0.001
H -6.441 -0.760 2.346 0.000
H -6.811 -3.052 1.506 0.002
H -5.644 -3.850 -0.519 0.000
H -4.095 -2.360 -1.722 0.001
H -1.404 -1.607 -2.769 0.003
H -1.170 -2.491 -5.056 0.000
H -2.471 -1.500 -6.907 0.000
H -4.011 0.383 -6.484 0.000
H -4.260 1.294 -4.217 0.001
H 1.207 4.354 1.647 0.011
H 3.385 5.500 1.761 0.001
H 4.400 6.413 -0.322 0.000
H 3.243 6.048 -2.487 0.012
H 1.124 4.794 -2.632 0.002
H -2.058 4.379 -3.218 0.001
H -2.087 3.911 -5.611 0.000
H -0.756 2.038 -6.535 0.000
H 0.637 0.654 -5.032 0.000
H 0.691 1.108 -2.620 0.000



93
Properties=species:S:1:pos:R:3:lowdin_charge:R:1 method="wB97M-V/def2-TZVPD" e_homo_ha="-0.396 / -0.396" total_energy_ev=-93430.1966 gap_ev="1.70 / 1.69" total_charge=+2
Ce -0.248 0.247 0.144 1.511
C 0.217 -2.376 0.689 -0.142
C 1.448 -1.785 0.776 -0.137
C 2.575 -1.906 -0.235 -0.126
C 2.656 -0.789 -1.305 -0.121
C 1.325 -0.272 -1.800 -0.168
C 0.207 -1.046 -2.010 -0.157
C 0.115 -2.553 -1.894 -0.111
C -0.337 -3.101 -0.514 -0.130
C -0.833 2.200 -0.978 -0.126
H -0.372 -2.505 1.612 0.147
H 1.734 -1.321 1.735 0.147
H 2.542 -2.882 -0.739 0.131
H 3.521 -1.890 0.338 0.143
H 3.238 0.054 -0.897 0.114
H 3.262 -1.160 -2.151 0.160
H 1.310 0.765 -2.163 0.144
H -0.665 -0.590 -2.498 0.128
H 1.054 -3.046 -2.185 0.132
H -0.645 -2.885 -2.626 0.148
H -1.439 -3.076 -0.466 0.121
H -0.092 -4.176 -0.451 0.157
H -1.808 2.367 -0.471 0.060
H -1.007 2.171 -2.059 0.066
H -0.150 3.025 -0.711 0.063
P 8.609 4.524 0.784 1.015
P 7.807 5.665 -2.520 1.002
C 9.290 3.948 -0.792 -0.331
C 8.884 4.296 -2.046 -0.351
C 10.062 4.469 1.912 -0.410
C 11.151 3.611 1.712 -0.104
C 12.225 3.610 2.609 -0.076
C 12.217 4.458 3.718 -0.077
C 11.130 5.315 3.930 -0.080
C 10.064 5.332 3.030 -0.106
C 7.658 3.032 1.321 -0.355
C 6.503 2.728 0.573 -0.110
C 5.739 1.603 0.885 -0.118
C 6.121 0.769 1.944 -0.116
C 7.263 1.070 2.692 -0.079
C 8.022 2.206 2.394 -0.067
C 8.954 6.571 -3.674 -0.366
C 10.050 7.225 -3.078 -0.111
C 10.985 7.900 -3.862 -0.082
C 10.836 7.940 -5.254 -0.082
C 9.748 7.300 -5.853 -0.081
C 8.803 6.630 -5.068 -0.088
C 6.653 4.881 -3.710 -0.415
C 5.393 5.488 -3.892 -0.111
C 4.480 4.947 -4.796 -0.097
C 4.808 3.790 -5.517 -0.100
C 6.054 3.187 -5.338 -0.088
C 6.975 3.725 -4.432 -0.098
H 10.073 3.185 -0.706 0.058
H 9.335 3.769 -2.900 0.069
H 11.169 2.932 0.864 0.087
H 13.066 2.938 2.435 0.108
H 13.056 4.453 4.417 0.109
H 11.117 5.972 4.800 0.107
H 9.221 6.005 3.188 0.098
H 6.218 3.371 -0.261 0.095
H 4.845 1.376 0.302 0.063
H 5.528 -0.116 2.182 0.083
H 7.570 0.418 3.512 0.109
H 8.906 2.437 2.989 0.105
H 10.174 7.185 -1.995 0.099
H 11.833 8.395 -3.389 0.107
H 11.569 8.467 -5.868 0.107
H 9.633 7.317 -6.938 0.106
H 7.956 6.139 -5.549 0.096
H 5.146 6.387 -3.326 0.099
H 3.512 5.425 -4.941 0.100
H 4.088 3.362 -6.217 0.099
H 6.320 2.292 -5.903 0.104
H 7.941 3.246 -4.297 0.092
O -7.726 -3.096 0.879 0.118
N -6.828 -2.736 1.664 -0.305
O -6.902 -2.886 2.901 0.104
C -5.639 -2.113 1.125 -0.083
C -5.510 -1.936 -0.261 0.155
C -4.362 -1.330 -0.768 -0.021
C -3.321 -0.908 0.100 -0.173
O -2.153 -0.543 -0.359 -0.201
C -3.535 -0.994 1.515 -0.029
C -4.647 -1.684 2.016 0.144
N -2.524 -0.582 2.459 -0.190
O -2.599 -0.970 3.629 0.200
O -1.555 0.225 2.099 -0.117
N -4.231 -1.196 -2.217 -0.274
O -5.204 -1.617 -2.886 0.116
O -3.229 -0.687 -2.754 0.083
H -6.286 -2.268 -0.939 0.150
H -4.743 -1.865 3.079 0.148



90
Properties=species:S:1:pos:R:3:lowdin_charge:R:1 method="wB97M-V/def2-TZVPD" e_homo_ha=-0.378 total_energy_ev=-65405.9229 gap_ev=7.30 total_charge=+1
C -0.617 1.119 -5.765 0.028
C -1.856 1.490 -6.161 -0.158
C -2.689 2.418 -5.324 -0.174
N -4.035 2.656 -5.854 0.105
C -4.991 1.755 -5.762 -0.335
N -4.819 0.534 -5.207 0.192
C -5.998 -0.041 -5.276 -0.082
N -6.906 0.734 -5.860 0.097
N -6.265 1.891 -6.188 0.152
H 0.203 1.194 -6.469 0.069
H -0.472 0.701 -4.772 0.063
H -2.277 1.076 -7.077 0.102
H -2.742 2.074 -4.288 0.100
H -2.194 3.384 -5.282 0.132
H -4.251 3.542 -6.279 0.161
H -6.195 -1.028 -4.888 0.153
H -7.879 0.534 -6.026 0.186
H -6.696 2.687 -6.628 0.189
F -2.646 3.384 -2.394 0.028
C -2.793 2.770 -1.190 -0.277
C -2.692 3.521 -0.040 -0.007
C -2.846 2.887 1.185 -0.065
C -3.087 1.520 1.244 -0.072
C -3.181 0.787 0.069 -0.067
C -3.038 1.412 -1.162 -0.026
H -2.495 4.582 -0.102 0.092
H -2.777 3.469 2.094 0.099
H -3.201 1.025 2.197 0.081
H -3.364 -0.278 0.110 0.109
H -3.113 0.855 -2.088 0.105
F 1.699 -1.058 -5.032 0.041
C 1.605 -1.434 -3.737 -0.296
C 1.845 -0.497 -2.752 -0.027
C 1.739 -0.885 -1.424 -0.081
C 1.406 -2.194 -1.102 -0.089
C 1.173 -3.119 -2.111 -0.079
C 1.268 -2.739 -3.443 -0.015
H 2.110 0.516 -3.026 0.116
H 1.919 -0.162 -0.639 0.106
H 1.330 -2.493 -0.066 0.104
H 0.919 -4.141 -1.862 0.098
H 1.084 -3.442 -4.245 0.119
F -2.698 -0.013 3.920 0.032
C -2.468 0.761 5.011 -0.275
C -2.699 0.226 6.261 -0.015
C -2.462 1.016 7.376 -0.077
C -2.008 2.319 7.227 -0.090
C -1.784 2.835 5.959 -0.075
C -2.011 2.050 4.836 -0.017
H -3.060 -0.789 6.353 0.119
H -2.632 0.611 8.364 0.107
H -1.826 2.932 8.100 0.104
H -1.432 3.850 5.839 0.107
H -1.831 2.429 3.840 0.093
F -1.519 7.437 3.262 0.060
C -2.322 7.843 2.260 -0.286
C -3.233 8.853 2.495 -0.011
C -4.053 9.266 1.456 -0.078
C -3.959 8.666 0.207 -0.096
C -3.038 7.649 -0.005 -0.091
C -2.207 7.235 1.026 -0.031
H -3.294 9.303 3.477 0.120
H -4.767 10.061 1.622 0.107
H -4.603 8.991 -0.599 0.100
H -2.964 7.177 -0.976 0.100
H -1.474 6.452 0.883 0.110
F 1.661 -6.776 -1.744 0.039
C 2.760 -6.845 -0.955 -0.290
C 3.850 -6.059 -1.263 -0.024
C 4.974 -6.125 -0.453 -0.076
C 4.995 -6.979 0.642 -0.084
C 3.886 -7.764 0.928 -0.076
C 2.753 -7.698 0.129 -0.019
H 3.814 -5.406 -2.125 0.114
H 5.834 -5.509 -0.677 0.105
H 5.874 -7.033 1.268 0.085
H 3.902 -8.433 1.778 0.106
H 1.877 -8.296 0.339 0.117
F 8.123 -7.346 2.123 0.044
C 8.479 -6.388 3.006 -0.290
C 8.327 -6.633 4.355 -0.017
C 8.697 -5.646 5.257 -0.082
C 9.202 -4.436 4.801 -0.095
C 9.342 -4.212 3.438 -0.083
C 8.983 -5.195 2.528 -0.019
H 7.926 -7.581 4.687 0.118
H 8.591 -5.824 6.318 0.106
H 9.487 -3.669 5.508 0.101
H 9.733 -3.269 3.081 0.105
H 9.091 -5.046 1.462 0.116